Entry 1:
Below is a molecular structure, C46H57ClIN5O4P3Tl, with properties calculated with ωB97M-V with the def2-TZVPD basis set.

Last column: Löwdin charge in e.
Geometry (Å):
1 Tl 0.6188 -0.5798 0.4185  0.86
2 C 4.1144 -0.5218 -0.3015  -0.17
3 C 3.6116 -1.9390 -0.5739  -0.20
4 N 2.6502 -2.3922 0.4288  -0.11
5 C 3.1900 -2.6696 1.7624  -0.18
6 C 2.3867 -1.9959 2.8791  -0.19
7 N 2.0475 -0.6110 2.5381  -0.11
8 C 3.2166 0.2839 2.4651  -0.18
9 C 3.2002 1.1832 1.2425  -0.22
10 N 3.0252 0.4034 0.0141  -0.12
11 H 4.8270 -0.5278 0.5240  0.11
12 H 4.6792 -0.1811 -1.1722  0.14
13 H 3.1026 -1.9645 -1.5409  0.09
14 H 4.4777 -2.6075 -0.6522  0.13
15 H 2.1422 -3.1854 0.0621  0.05
16 H 3.2338 -3.7440 1.9629  0.13
17 H 4.2270 -2.3328 1.7954  0.12
18 H 1.4497 -2.5255 3.0547  0.10
19 H 2.9657 -2.0512 3.8080  0.14
20 H 1.3672 -0.2524 3.1983  0.09
21 H 3.2912 0.9069 3.3562  0.12
22 H 4.1168 -0.3294 2.4755  0.11
23 H 2.3691 1.8911 1.3144  0.07
24 H 4.1222 1.7769 1.2373  0.14
25 H 2.8116 1.0232 -0.7581  0.08
26 Cl -5.2429 -5.3092 0.9296  0.82
27 C -4.2738 -3.9062 0.9892  -0.58
28 C -4.8831 -2.6726 0.8803  -0.17
29 C -4.1408 -1.5054 0.9252  -0.61
30 I -5.0801 0.3047 0.7702  1.12
31 C -2.7009 -1.5353 1.1044  -0.39
32 O -2.0206 -0.5061 1.1725  -0.13
33 C -2.0708 -2.8717 1.2103  -0.15
34 N -0.7363 -2.8962 1.3388  0.10
35 C -0.1541 -4.0803 1.4303  -0.13
36 C -0.8405 -5.2944 1.4090  -0.01
37 C -2.2045 -5.2755 1.2632  0.01
38 C -2.8511 -4.0365 1.1542  -0.16
39 H -5.9578 -2.6373 0.7628  0.11
40 H 0.9238 -4.0894 1.5389  0.09
41 H -0.3006 -6.2255 1.5076  0.12
42 H -2.7770 -6.1920 1.2380  0.10
43 C -2.0547 3.6367 0.1288  -0.12
44 N -0.9335 2.7406 0.4565  -0.51
45 P -0.6173 2.0217 1.9782  0.98
46 C 0.4509 3.2207 2.8431  -0.36
47 C 0.5128 4.5743 2.5050  -0.08
48 C 1.3290 5.4412 3.2115  -0.06
49 C 2.0920 4.9720 4.2753  -0.06
50 C 2.0311 3.6337 4.6299  -0.07
51 C 1.2182 2.7695 3.9093  -0.13
52 C -2.1109 2.0882 3.0249  -0.34
53 C -3.1417 3.0237 3.0362  -0.09
54 C -4.1677 2.9335 3.9676  -0.07
55 C -4.1786 1.9165 4.9088  -0.07
56 C -3.1481 0.9874 4.9223  -0.07
57 C -2.1324 1.0730 3.9847  -0.12
58 P 0.1672 2.3295 -0.7605  0.95
59 C 0.9096 3.8568 -1.3838  -0.35
60 C 0.2532 4.7876 -2.1948  -0.09
61 C 0.8864 5.9624 -2.5611  -0.05
62 C 2.1819 6.2227 -2.1293  -0.06
63 C 2.8464 5.3082 -1.3278  -0.06
64 C 2.2092 4.1327 -0.9577  -0.10
65 C -0.9185 1.8206 -2.1359  -0.36
66 C -2.1282 1.1921 -1.8565  -0.11
67 C -2.9779 0.8079 -2.8811  -0.08
68 C -2.6248 1.0380 -4.2034  -0.06
69 C -1.4122 1.6453 -4.4929  -0.08
70 C -0.5596 2.0285 -3.4675  -0.11
71 H -2.0264 4.5584 0.7088  0.08
72 H -3.0083 3.1326 0.2763  0.06
73 H -1.9942 3.9078 -0.9230  0.07
74 H -0.0666 4.9586 1.6760  0.09
75 H 1.3698 6.4872 2.9391  0.11
76 H 2.7258 5.6512 4.8292  0.11
77 H 2.6097 3.2640 5.4662  0.11
78 H 1.1513 1.7285 4.2139  0.09
79 H -3.1506 3.8568 2.3529  0.08
80 H -4.9546 3.6758 3.9622  0.11
81 H -4.9780 1.8556 5.6349  0.11
82 H -3.1360 0.1959 5.6599  0.11
83 H -1.3411 0.3300 4.0084  0.09
84 H -0.7453 4.5870 -2.5617  0.10
85 H 0.3721 6.6782 -3.1881  0.12
86 H 2.6730 7.1406 -2.4235  0.11
87 H 3.8541 5.5098 -0.9908  0.11
88 H 2.7246 3.4277 -0.3138  0.08
89 H -2.4206 1.0293 -0.8273  0.05
90 H -3.9289 0.3487 -2.6427  0.10
91 H -3.2981 0.7584 -5.0031  0.11
92 H -1.1387 1.8409 -5.5221  0.12
93 H 0.3701 2.5275 -3.7126  0.11
94 C 1.9138 -1.8548 -5.1444  -0.06
95 C 1.1102 -0.9107 -4.2837  -0.26
96 O 0.0336 -1.5845 -3.5731  -0.26
97 P 0.3338 -2.2737 -2.1726  0.74
98 O 1.0644 -3.6130 -2.7099  -0.28
99 C 1.3246 -4.7642 -1.8884  -0.28
100 C 1.3438 -5.9876 -2.7712  -0.05
101 O -1.1000 -2.7851 -1.6958  -0.32
102 C -1.9560 -3.6305 -2.5233  -0.23
103 C -3.1766 -2.8626 -2.9512  -0.05
104 H 2.6429 -1.2787 -5.7164  0.09
105 H 1.2658 -2.3743 -5.8489  0.09
106 H 2.4481 -2.5974 -4.5558  0.07
107 H 0.6097 -0.1584 -4.8835  0.10
108 H 1.7305 -0.3856 -3.5474  0.11
109 H 0.5460 -4.8449 -1.1225  0.09
110 H 2.2948 -4.6325 -1.3982  0.11
111 H 0.3602 -6.1766 -3.1992  0.08
112 H 1.6396 -6.8624 -2.1912  0.09
113 H 2.0578 -5.8608 -3.5834  0.09
114 H -2.2162 -4.4835 -1.8942  0.12
115 H -1.3814 -3.9947 -3.3760  0.12
116 H -3.7246 -2.4896 -2.0840  0.07
117 H -3.8390 -3.5197 -3.5172  0.09
118 H -2.9034 -2.0178 -3.5804  0.07

Charge: +2
Molar mass in g/mol: 1203.65
E_LUMO (alpha / beta) in eV: -6.985 / -7.130
Calculated total energy in eV: -117439.554

Entry 2:
Below is 4 unconnected molecules or ions with the total composition C16H28N4 in a non-equilibrium geometry, with properties calculated with ωB97M-V with the def2-TZVPD basis set.

Last column: natural (NBO) charge in e.
Geometry (Å):
1 C -23.0071 7.1250 -19.1398  -0.64
2 C -24.3348 6.6864 -18.4543  -0.42
3 C -24.7424 7.3940 -17.1470  -0.56
4 C -24.7415 8.8598 -17.3613  0.34
5 N -24.7680 9.9972 -17.5184  -0.41
6 H -22.9826 8.1370 -19.5440  0.21
7 H -22.8224 6.3667 -19.9007  0.20
8 H -22.2141 7.0363 -18.3972  0.22
9 H -24.2417 5.6414 -18.1585  0.19
10 H -25.1682 6.8223 -19.1436  0.19
11 H -24.0943 7.2071 -16.2908  0.25
12 H -25.7493 7.0766 -16.8756  0.23
13 C -28.3166 14.1917 -16.9552  -0.62
14 C -27.8526 12.7364 -16.4427  -0.39
15 C -27.3757 11.6595 -17.4097  -0.49
16 C -28.3665 11.5649 -18.5614  0.30
17 N -29.1189 11.6518 -19.4257  -0.38
18 H -29.1373 14.2462 -17.6704  0.22
19 H -27.5215 14.7652 -17.4318  0.21
20 H -28.7363 14.8244 -16.1731  0.21
21 H -28.6442 12.3227 -15.8180  0.20
22 H -27.0293 12.8813 -15.7433  0.21
23 H -27.2697 10.6984 -16.9067  0.26
24 H -26.4326 11.9428 -17.8770  0.27
25 C -21.3798 6.3635 -13.1175  -0.62
26 C -20.9935 5.5472 -14.3345  -0.59
27 C -20.1722 6.2868 -15.3849  -0.68
28 C -20.8006 7.4086 -16.0315  0.30
29 N -21.3867 8.2650 -16.5175  -0.38
30 H -22.1594 7.0663 -13.4112  0.20
31 H -20.5345 6.8653 -12.6466  0.19
32 H -21.8471 5.6911 -12.3980  0.20
33 H -21.9466 5.1336 -14.6642  0.19
34 H -20.4750 4.6401 -14.0240  0.20
35 H -19.8651 5.6648 -16.2257  0.22
36 H -19.2361 6.5348 -14.8844  0.23
37 C -23.2801 2.3952 -20.5332  -0.63
38 C -22.0007 3.1879 -20.4338  -0.53
39 C -21.2110 3.2225 -21.7523  -0.57
40 C -21.9882 3.5126 -22.8978  0.31
41 N -22.6460 3.8021 -23.7931  -0.36
42 H -23.8982 2.8514 -21.3065  0.21
43 H -23.8809 2.4775 -19.6275  0.21
44 H -23.0489 1.3527 -20.7517  0.19
45 H -21.3421 2.9571 -19.5965  0.20
46 H -22.4279 4.1485 -20.1461  0.21
47 H -20.6524 2.3234 -22.0124  0.24
48 H -20.5848 4.0900 -21.5439  0.26

Charge: -1
Molar mass in g/mol: 276.43
2S+1: 2
E_LUMO (alpha / beta) in eV: 2.712 / 2.686
Calculated total energy in eV: -23004.148

Entry 3:
Below is a molecular structure, C18H30AgF6O18PS3 in a non-equilibrium geometry, with properties calculated with ωB97M-V with the def2-TZVPD basis set.

Last column: Löwdin charge in e.
Geometry (Å):
1 Ag -1.6887 -4.8732 3.1776  0.98
2 P -0.2063 -0.7215 2.2717  0.23
3 F -0.5110 -2.0188 1.2753  -0.23
4 F -0.4914 0.3732 1.0306  -0.20
5 F -1.7931 -0.7805 2.6345  -0.21
6 F -0.1310 0.4214 3.4182  -0.17
7 F 0.0834 -1.8069 3.3948  -0.19
8 F 1.4465 -0.5614 1.9708  -0.21
9 O -5.3702 4.9735 2.6416  0.06
10 C -4.2620 5.2766 3.1429  -0.44
11 O -3.8925 6.5799 3.3028  -0.01
12 C -2.7951 6.8909 4.2438  -0.10
13 C -2.3969 5.4960 4.6405  -0.16
14 C -3.2199 4.4568 3.8207  -0.07
15 H -3.1917 7.5259 5.0360  0.12
16 H -2.0031 7.3081 3.6218  0.12
17 H -2.3683 5.2627 5.7049  0.11
18 H -1.3995 5.3117 4.2414  0.11
19 H -3.6071 3.7167 4.5209  0.13
20 H -2.5824 4.0660 3.0276  0.13
21 O 6.3423 -1.8480 -3.3185  0.10
22 C 5.3292 -2.0103 -2.6363  -0.43
23 O 4.9763 -3.2117 -2.0492  0.02
24 C 3.7190 -3.2593 -1.4846  -0.19
25 C 3.1240 -2.0510 -2.1298  -0.18
26 C 4.1667 -1.0977 -2.6238  -0.08
27 H 3.6518 -3.3061 -0.3976  0.13
28 H 3.1784 -4.1063 -1.9071  0.13
29 H 2.3767 -1.5985 -1.4779  0.12
30 H 2.5624 -2.3756 -3.0058  0.12
31 H 4.4481 -0.4360 -1.8046  0.13
32 H 4.0474 -0.5102 -3.5341  0.14
33 O -1.9371 -6.0344 -0.6371  0.08
34 C -2.5428 -6.6813 -1.4703  -0.46
35 O -2.7746 -7.9770 -1.2410  0.04
36 C -3.6762 -8.5152 -2.1495  -0.20
37 C -3.4751 -7.6516 -3.3484  -0.18
38 C -3.3497 -6.3128 -2.6855  -0.09
39 H -4.6841 -8.2998 -1.7947  0.14
40 H -3.5368 -9.4903 -2.6160  0.14
41 H -4.2804 -7.8424 -4.0578  0.13
42 H -2.5070 -7.9482 -3.7520  0.13
43 H -4.3235 -5.8272 -2.6216  0.13
44 H -2.8841 -5.4926 -3.2321  0.13
45 C 1.6362 3.7749 -2.0720  -0.23
46 C 2.6403 3.6205 -0.9812  -0.21
47 O 2.6213 4.8914 -0.4519  -0.20
48 S 1.2121 5.7088 -0.7217  0.74
49 O 1.6437 6.7906 -1.6481  -0.27
50 O 0.4799 6.1030 0.4689  -0.24
51 O 0.5748 4.4718 -1.5404  -0.16
52 H 1.2918 2.7832 -2.3655  0.15
53 H 2.1714 4.3699 -2.8119  0.14
54 H 3.7044 3.4356 -1.1279  0.14
55 H 2.3937 2.9528 -0.1558  0.13
56 C -6.3496 -1.9894 -0.9079  -0.15
57 C -4.9982 -1.4225 -0.6731  -0.21
58 O -5.0297 -0.3110 -1.5243  -0.18
59 S -5.5131 -0.8560 -2.9808  0.70
60 O -4.3943 -1.5048 -3.6604  -0.26
61 O -6.2335 0.1866 -3.7275  -0.25
62 O -6.4934 -1.9883 -2.3647  -0.21
63 H -7.2214 -1.4826 -0.4941  0.14
64 H -6.2325 -3.0481 -0.6766  0.13
65 H -4.2118 -2.1707 -0.7727  0.14
66 H -4.9868 -0.8145 0.2315  0.15
67 C 6.3702 1.0744 1.4895  -0.14
68 C 5.8920 2.0057 2.6398  -0.20
69 O 6.9238 2.9185 2.7234  -0.19
70 S 7.7211 3.2513 1.3393  0.70
71 O 9.1228 2.9257 1.4531  -0.23
72 O 7.4026 4.5731 0.7996  -0.24
73 O 6.9392 2.0464 0.6022  -0.22
74 H 5.6662 0.3497 1.0805  0.13
75 H 7.1936 0.4422 1.8219  0.12
76 H 5.5768 1.5725 3.5891  0.14
77 H 4.9156 2.3258 2.2761  0.12

Charge: 0
Molar mass in g/mol: 883.45
E_LUMO in eV: -4.633
Calculated total energy in eV: -118102.024

Entry 4:
Below is a molecular structure, C36H31BN4O2RuS2 in a non-equilibrium geometry, with properties calculated with ωB97M-V with the def2-TZVPD basis set.

Last column: Löwdin charge in e.
Geometry (Å):
1 Ru -1.6537 0.2879 -0.4104  0.61
2 S -3.2642 -1.4529 -0.1029  0.62
3 C -4.6605 -0.4910 0.3044  -0.66
4 C -5.8331 -1.1883 0.5850  -0.07
5 C -7.0197 -0.5274 0.8746  -0.20
6 C -8.2048 -1.2600 1.0941  -0.19
7 N -9.1694 -1.8613 1.2504  0.17
8 C -7.0330 0.8826 0.9143  -0.20
9 C -5.8597 1.5786 0.6700  -0.08
10 C -4.6710 0.9230 0.3568  -0.66
11 S -3.2997 1.9496 0.0676  0.66
12 C -8.2255 1.5875 1.1788  -0.19
13 N -9.1872 2.1800 1.3774  0.17
14 H -5.8174 -2.2686 0.5651  0.11
15 H -5.8561 2.6577 0.7092  0.11
16 N -2.1982 0.1645 9.4534  0.18
17 C -2.0827 0.1828 8.3105  -0.19
18 C -1.9333 0.1940 6.9123  -0.22
19 C -2.3884 1.2845 6.1566  -0.01
20 C -2.2097 1.3021 4.7965  0.01
21 C -1.5745 0.2252 4.1486  -0.21
22 C -1.1646 -0.8897 4.9091  0.01
23 C -1.3326 -0.8994 6.2697  -0.01
24 C -1.2811 0.2622 2.7952  0.07
25 C -0.9664 0.2678 1.5960  -0.07
26 H -2.8801 2.1079 6.6544  0.13
27 H -2.5554 2.1398 4.2094  0.13
28 H -0.6999 -1.7251 4.4066  0.13
29 H -1.0035 -1.7442 6.8576  0.12
30 C 1.3022 0.0825 -2.7775  0.00
31 N 1.1112 -1.3732 -2.8941  -0.16
32 C 1.6188 -1.8324 -4.1959  0.00
33 C -0.3428 -1.7522 -2.6812  -0.08
34 C -1.2740 -0.7748 -3.3478  -0.30
35 C -1.5871 -0.9275 -4.6954  -0.08
36 C -2.3984 -0.0050 -5.3267  -0.09
37 C -2.9081 1.0576 -4.5968  -0.08
38 C -2.6147 1.1865 -3.2503  -0.13
39 C -1.7841 0.2832 -2.5707  -0.21
40 H 2.3551 0.3196 -2.6403  0.11
41 H 0.7135 0.4618 -1.9335  0.08
42 H 0.9280 0.5654 -3.6780  0.12
43 H 1.6472 -1.8248 -2.1455  0.18
44 H 0.9900 -1.4152 -4.9821  0.10
45 H 1.5965 -2.9190 -4.2611  0.11
46 H 2.6409 -1.4851 -4.3423  0.11
47 H -0.5370 -1.7292 -1.5892  0.11
48 H -0.4756 -2.7714 -3.0469  0.14
49 H -1.2234 -1.7880 -5.2442  0.10
50 H -2.6428 -0.1215 -6.3721  0.10
51 H -3.5567 1.7772 -5.0763  0.10
52 H -3.0534 2.0164 -2.7062  0.05
53 C 7.0350 0.8356 0.7027  -0.04
54 C 6.2165 -0.1010 -0.1970  -0.56
55 C 6.4021 -1.5317 0.3158  -0.06
56 C 6.7401 -0.0365 -1.6379  -0.04
57 C 4.7644 0.3518 -0.1652  -0.18
58 C 4.4433 1.6510 -0.5689  -0.03
59 C 3.1648 2.1793 -0.4864  0.02
60 C 2.1779 1.3556 0.0176  -0.23
61 O 0.8591 1.5906 0.2398  0.16
62 B 0.3360 0.3940 0.7593  -0.74
63 O 1.3391 -0.5903 0.7802  0.18
64 C 2.4714 0.0320 0.3653  -0.21
65 C 3.7487 -0.4826 0.2929  0.06
66 H 8.0685 0.5018 0.7520  0.09
67 H 6.6245 0.8382 1.7099  0.09
68 H 7.0225 1.8560 0.3310  0.08
69 H 7.4548 -1.7975 0.2606  0.09
70 H 5.8465 -2.2455 -0.2877  0.08
71 H 6.0881 -1.6214 1.3521  0.09
72 H 7.7848 -0.3352 -1.6658  0.09
73 H 6.6625 0.9662 -2.0486  0.08
74 H 6.1735 -0.7119 -2.2768  0.08
75 H 5.2207 2.2962 -0.9488  0.11
76 H 2.9513 3.1948 -0.7765  0.13
77 H 3.9259 -1.4910 0.6230  0.12

Charge: 0
Molar mass in g/mol: 727.69
E_LUMO (alpha / beta) in eV: -1.312 / -1.312
Calculated total energy in eV: -72817.537